1.
DFT (ωB97M-V/def2-TZVPD) results for one molecule with the formula C9H15F2N3 at a distorted geometry.

## Properties
- lowest unoccupied orbital energy (eV) = 0.6
- charge = 0
- Kohn-Sham gap (eV) = 7.6

The geometry in XYZ format:
```
29
Properties=species:S:1:pos:R:3:forces:R:3:lowdin_charge:R:1
N 0.293121 -2.041546 2.636541 0.3 -0.8 0.5 0.17
C 1.209199 -1.152747 -2.395076 2.2 1.2 -1.5 -0.02
H -2.153317 1.379725 -0.713634 0.3 0.9 0.8 0.09
N 1.261096 -0.718051 -0.990548 -1.5 -0.4 0.6 -0.17
C 0.128659 -1.191307 1.891858 -0.3 0.7 -0.2 -0.25
H -0.360696 1.915835 -1.063594 -0.6 -0.4 0.6 0.10
H 2.189865 -0.950747 -2.900717 -0.4 -0.2 0.9 0.10
H 0.524064 -0.507912 -2.969274 0.0 -0.9 0.6 0.10
C -1.971579 -1.054564 -1.783042 0.5 -1.3 1.7 -0.07
C 0.025980 -0.431283 -0.506912 -0.1 1.0 1.5 -0.25
C -0.146309 -0.005823 1.075574 -1.8 -1.2 -0.9 -0.21
H -2.920748 -0.613956 -2.180798 1.1 -0.4 -0.1 0.09
H 1.078943 -2.222244 -2.459199 -0.6 -0.1 0.1 0.10
H 1.495093 1.193635 1.868561 -0.3 0.7 -1.0 0.12
C 2.331102 -0.892676 -0.260785 2.5 -0.3 -0.6 0.00
N -0.951424 -0.072556 -1.461307 1.2 1.0 0.2 -0.30
H 3.290608 -1.180549 -0.766216 -1.3 0.2 0.6 0.09
H -1.419953 -1.850470 -2.420101 -1.6 1.1 0.7 0.10
H -1.579306 1.856612 -2.219222 -0.2 -0.2 -1.3 0.07
H -0.085898 2.063723 1.234212 0.9 0.5 0.2 0.11
F -1.308089 1.460262 3.504389 0.9 0.6 -0.1 -0.02
H 2.328310 -0.724473 0.807929 -0.1 0.1 -0.3 0.05
H -1.258004 0.139445 1.176832 0.8 -0.4 -0.3 0.15
C 0.103919 1.463181 3.346647 -2.4 -3.9 -0.8 -0.36
C 0.392129 1.256890 1.791333 1.2 0.5 1.2 -0.07
H 0.379967 0.538641 3.939892 0.2 1.1 -0.6 0.16
C -1.256988 1.334717 -1.340810 -0.9 0.0 0.0 -0.08
F 0.594823 2.546276 3.920126 0.3 0.7 -0.5 0.10
H -2.214565 -1.538038 -0.762660 -0.1 0.2 -1.6 0.10
```
Forces are in eV/Å.

---

2.
DFT (ωB97M-V/def2-TZVPD) results for an isolated ion of composition C5H11NP and charge +1 at a distorted geometry.

## Properties
- lowest unoccupied orbital energy (eV) = -5.6
- charge = +1
- Kohn-Sham gap (eV) = 8.0

The geometry in XYZ format:
```
18
Properties=species:S:1:pos:R:3:forces:R:3:lowdin_charge:R:1
H 2.703031 1.620188 0.390325 -1.0 -1.1 0.4 0.16
C -1.093230 2.045933 0.512308 -0.6 0.9 0.8 -0.20
H -0.756755 -2.467148 -0.397491 0.3 1.9 0.5 0.15
H 1.894117 0.405368 1.449860 0.2 0.8 -0.7 0.15
N 2.003734 0.859068 0.527852 0.4 0.1 1.4 0.11
C 0.842418 -1.015335 -0.687674 -0.5 0.2 0.0 -0.20
H -2.033618 -0.889076 -1.280690 0.1 1.0 1.0 0.11
H -2.281986 -0.271567 0.391140 -1.0 0.2 0.7 0.06
C -0.494512 -1.409940 0.012016 0.5 -2.5 -0.3 -0.24
H -2.040072 1.898809 1.036840 0.5 0.2 0.3 0.05
H -0.457089 -1.657237 1.107313 0.5 0.9 -0.8 0.13
H -0.394995 2.822931 0.766694 -0.3 0.6 0.4 0.03
C -1.561591 -0.407185 -0.365461 -0.7 -1.5 -2.9 -0.38
H 1.838982 0.707788 -1.412861 -0.8 0.3 0.0 0.13
C 1.311039 0.392338 -0.505817 1.4 0.9 -1.7 -0.38
H 1.673087 -1.545006 -0.262913 0.4 -1.0 -0.2 0.12
H 0.817226 -1.084808 -1.822798 -0.3 -0.6 1.5 0.15
P -0.769697 1.182919 -0.812786 0.7 -1.5 -0.4 1.06
```
Forces are in eV/Å.

---

3.
DFT (ωB97M-V/def2-TZVPD) results for a 2-piece molecular cluster, C7H11NO2Si overall at a distorted geometry.

## Properties
- lowest unoccupied orbital energy (spin up / spin down) (eV) = -0.3 / -1.1
- charge = 0
- Kohn-Sham gap (spin up / spin down) (eV) = 8.5 / 7.5

The geometry in XYZ format:
```
22
Properties=species:S:1:pos:R:3:forces:R:3:lowdin_charge:R:1
C -0.849220 -0.637260 -1.966714 -1.5 -0.3 0.0 -0.10
C -1.799453 -1.378813 0.264644 0.5 0.9 0.3 -0.10
H 0.923729 2.717350 1.177973 -0.1 0.0 0.1 0.03
C 0.229253 2.150723 0.566013 1.1 -1.4 -1.3 -0.16
H -2.603052 -2.001212 -0.075012 -0.3 -0.3 -0.6 0.10
H -1.725607 -1.075410 -2.405846 -1.1 0.2 -0.2 0.07
O -0.486832 -2.540448 4.438362 0.0 0.6 0.3 0.06
H -0.146553 -1.160366 -2.566474 1.7 -0.6 0.4 0.07
C -0.948409 -0.659227 -0.493523 1.1 -0.6 1.2 -0.30
C 1.909576 -0.675769 0.672869 -2.5 -0.4 0.6 -0.14
H 1.623908 -1.673606 1.023835 0.3 0.0 -0.2 0.05
H -0.784012 0.378080 -2.235015 0.0 1.4 -0.9 0.05
C -1.648261 -1.302800 1.773482 -0.9 -1.4 -1.6 -0.20
H 0.484788 2.299021 -0.494608 0.5 0.2 0.1 0.03
H -0.760175 2.525579 0.565774 -1.1 0.3 0.7 0.01
O -0.632030 -0.593323 5.424945 0.2 -0.4 -0.2 0.08
H 2.325501 -0.702925 -0.269245 0.6 -0.4 -2.4 0.00
N -0.483712 -1.344172 4.511648 -0.2 0.1 -0.7 -0.26
H -2.209988 -2.081718 2.292028 0.2 0.5 0.5 0.10
H 2.675049 -0.300550 1.243775 1.6 1.0 1.9 0.00
C -0.731991 -0.467672 2.135386 1.1 0.6 1.5 -0.03
Si 0.283663 0.248512 0.701967 -1.0 0.1 0.4 0.65
```
Forces are in eV/Å.

---

4.
DFT (ωB97M-V/def2-TZVPD) results for B2ClCr2H8O4 as an isolated structure at a distorted geometry.

## Properties
- multiplicity = 9
- lowest unoccupied orbital energy (spin up / spin down) (eV) = -7.0 / -5.9
- charge = +1
- Kohn-Sham gap (spin up / spin down) (eV) = 6.9 / 8.1

The geometry in XYZ format:
```
17
Properties=species:S:1:pos:R:3:forces:R:3:lowdin_charge:R:1
O -11.866180 -26.020930 11.257010 -1.1 1.6 0.0 -0.23
Cl -11.114410 -26.763660 12.162760 -0.5 -4.3 -5.0 0.64
H -8.077880 -26.610410 15.255630 -1.9 4.8 2.1 -0.06
O -10.006870 -26.047370 12.615950 3.7 3.7 3.3 -0.38
H -12.938640 -27.732170 15.682100 -2.1 2.1 -4.9 -0.07
H -12.363900 -29.271170 16.395050 0.4 -5.3 -1.2 -0.05
H -6.717900 -27.705680 15.187440 3.5 -0.2 1.4 -0.01
H -8.390380 -28.302640 15.090580 -2.7 -2.3 0.9 -0.01
H -7.674970 -27.491060 13.724850 0.1 0.3 -4.7 -0.05
O -11.951160 -27.220860 13.239570 -1.0 -0.9 2.2 -0.38
H -11.573050 -27.845760 16.708980 3.5 1.6 0.3 -0.01
H -13.214600 -27.995100 17.404180 -2.5 0.5 2.5 -0.01
O -10.538860 -27.876710 11.462270 -0.6 -0.6 0.8 -0.30
B -12.572680 -28.226860 16.568440 0.3 -0.2 1.3 -0.29
Cr -12.896660 -29.123380 14.434080 1.1 2.4 1.4 1.26
Cr -8.026280 -25.457120 13.777770 -1.2 -2.4 0.2 1.27
B -7.708380 -27.517520 14.803010 0.9 -0.9 -0.6 -0.31
```
Forces are in eV/Å.

---

5.
DFT (ωB97M-V/def2-TZVPD) results for a 2-piece molecular cluster, C7H8N3S overall at a distorted geometry.

## Properties
- lowest unoccupied orbital energy (eV) = -4.3
- charge = +1
- Kohn-Sham gap (eV) = 8.6

The geometry in XYZ format:
```
19
Properties=species:S:1:pos:R:3:forces:R:3:lowdin_charge:R:1
C 4.277569 0.520923 -0.064641 0.6 -1.2 -0.2 -0.48
H -4.430377 -1.929809 0.535081 -2.2 -2.2 1.2 0.07
C -2.450138 -1.247080 0.553674 -1.1 1.7 -2.4 0.03
N -3.479837 0.793365 -1.103265 -0.6 0.9 0.0 0.09
C -4.267918 -0.078375 -0.516570 -1.8 -2.9 1.0 -0.09
S 4.121748 -1.016916 -0.823378 1.2 0.1 -0.1 0.92
C -0.258481 -0.179865 0.213378 4.4 0.4 -0.5 -0.13
C -1.594572 -0.308020 -0.065975 -3.6 0.6 0.4 -0.20
C -2.197105 0.710549 -0.875170 2.1 -1.1 -0.6 -0.07
H -1.481237 1.326789 -1.467441 -0.9 -0.1 0.6 0.14
H -5.417575 -0.082923 -0.550130 1.9 0.8 -0.6 0.15
H 5.384170 0.787373 0.094082 -1.8 -0.2 -0.3 0.14
H -2.101371 -1.950915 1.210106 1.0 -1.7 1.4 0.10
H 2.830643 -1.255409 -1.096797 -0.4 0.7 0.5 -0.11
C -3.799915 -1.224248 0.199701 2.9 3.9 -1.1 0.00
H 2.333120 1.049034 0.477604 0.7 -0.4 -0.6 0.07
H 3.657591 2.089072 0.811617 0.8 2.7 1.4 0.10
N 0.899308 -0.003466 0.212596 -2.2 -0.3 0.5 0.16
N 3.352883 1.292603 0.381407 -0.9 -1.8 -0.6 0.13
```
Forces are in eV/Å.

---

6.
DFT (ωB97M-V/def2-TZVPD) results for a 2-piece molecular cluster, H2N3O4S overall at a distorted geometry.

## Properties
- lowest unoccupied orbital energy (spin up / spin down) (eV) = 2.7 / 3.6
- charge = -1
- Kohn-Sham gap (spin up / spin down) (eV) = 6.5 / 9.7

The geometry in XYZ format:
```
10
Properties=species:S:1:pos:R:3:forces:R:3:lowdin_charge:R:1
O -4.799454 0.124891 0.924438 -0.4 -0.6 -0.1 -0.34
O -4.772940 0.146950 -1.578767 -1.1 -0.5 -0.4 -0.35
N -1.892159 0.318084 0.349826 3.4 -0.9 0.8 -0.32
S -4.329066 0.665764 -0.324961 0.1 -1.7 0.0 0.38
O -4.111493 2.057951 -0.292018 0.7 2.3 0.0 -0.32
N 0.603067 -0.145591 0.077702 0.4 -1.1 2.4 -0.03
N -2.596486 -0.126709 -0.461638 -1.7 0.4 -1.1 0.04
H 0.962211 0.559268 0.805735 -0.8 -0.9 -1.1 -0.04
H 0.478361 -1.024535 0.734051 0.1 1.9 -1.5 -0.02
O -1.740530 0.896524 1.380413 -0.7 1.2 1.1 0.00
```
Forces are in eV/Å.

---

Here are the calculated relative energy (zero: lowest compared OMol25 entry of this formula, charge and spin) numbers, same order: 32.1 30.2 76.7 82.9 40.4 46.5 (kcal/mol).